Entry 1:
# C23H42F5N5O3S3

A cluster of 4 separate species, C23H42F5N5O3S3 in total at a distorted geometry (ωB97M-V/def2-TZVPD, OMol25).

The geometry in XYZ format:
```
81
Properties=species:S:1:pos:R:3:forces:R:3:lowdin_charge:R:1
C 2.0705 -0.2670 1.9045 0.5 -0.8 0.2 -0.17
C 3.0579 0.1638 3.1747 -0.1 -0.5 -1.1 -0.51
S 2.0883 1.2243 4.3819 0.4 0.5 -0.4 0.75
C 2.0566 3.0457 3.8010 -0.2 0.1 -0.7 -0.42
C 1.3114 3.2517 2.3577 -0.1 0.9 -2.5 -0.03
C 1.9456 4.1003 1.0620 -4.5 -2.4 1.8 -0.01
C 3.3874 4.8236 1.2512 0.6 1.0 0.4 -0.17
F 3.8066 5.7955 0.2301 -1.7 -3.0 3.2 0.00
F 3.5113 5.5644 2.5643 -0.6 -2.3 -3.9 -0.01
C 4.5587 3.6292 1.2549 2.9 -0.4 -1.4 -0.13
F 4.0110 2.2949 0.8643 2.1 4.5 1.8 0.01
F 5.3534 3.6073 2.5160 -3.0 -0.5 -4.3 0.03
F 5.5499 3.9780 0.1690 -3.2 -1.5 3.7 0.01
C 1.0011 4.0879 -0.2901 -2.5 -2.5 1.6 -0.43
S 1.5592 4.9164 -1.8719 0.1 -1.4 0.9 0.70
C -0.4944 3.3423 -0.3749 2.3 0.5 1.9 0.02
C -1.1578 2.5582 0.8979 0.7 0.0 1.0 -0.22
N -2.5131 1.8487 1.0331 5.0 1.8 1.6 -0.29
S -2.5961 1.2021 2.6910 5.4 3.7 -3.2 0.88
N -1.0044 1.7629 3.2376 1.0 1.6 -2.6 -0.31
C -0.1950 2.5373 2.2216 -3.8 -1.5 -0.6 -0.16
H 0.9162 -0.1320 2.1752 2.7 -0.1 -0.6 0.07
H 2.2562 -1.4139 1.7315 -0.5 2.2 0.1 0.07
H 2.3686 0.2804 0.9139 -0.8 -0.9 2.0 0.07
H 4.0595 0.6654 2.8374 -2.0 -0.9 0.6 0.07
H 3.3483 -0.8223 3.7510 -0.7 2.2 -0.8 0.08
H 3.1761 3.3830 3.8433 -2.4 -0.2 -0.4 0.07
H 1.3903 3.6079 4.6070 1.6 -1.3 -1.6 0.11
H 2.1895 3.8905 -2.6458 -1.0 0.9 1.4 -0.06
H -1.1103 3.3795 -1.3796 1.7 0.1 2.2 0.10
C -0.8913 2.7607 -7.2751 -0.2 0.0 -0.3 -0.07
C -1.0650 2.0796 -5.9197 0.3 0.2 0.0 -0.43
C -1.0629 3.0658 -4.7277 0.1 -0.3 0.1 -0.20
O 0.2326 3.5523 -4.3697 -0.6 0.0 -0.3 -0.26
C 0.6980 4.6271 -5.1721 0.3 -0.2 0.2 -0.12
N -0.0303 1.0472 -5.7671 0.0 0.1 0.4 0.04
H 0.1414 3.0644 -7.4655 -0.1 0.0 0.1 0.06
H -1.1736 2.0762 -8.0830 0.1 0.1 0.2 0.08
H -1.5288 3.6474 -7.3542 0.1 -0.1 0.0 0.08
H -2.0439 1.5843 -5.9320 0.1 0.0 0.1 0.14
H -1.4286 2.5271 -3.8462 0.1 0.0 0.0 0.11
H -1.7584 3.8979 -4.8924 0.1 0.1 -0.1 0.12
H -0.1134 5.2883 -5.4894 0.0 -0.1 0.0 0.10
H 1.2369 4.2387 -6.0376 -0.1 0.2 -0.2 0.08
H 1.4076 5.2111 -4.5791 -0.1 0.0 0.0 0.04
H -0.2089 0.5316 -4.9047 0.0 0.0 -0.2 0.07
H 0.8545 1.5283 -5.5814 -0.2 -0.1 -0.2 0.07
C 0.0211 -4.8065 -2.8054 -0.1 -0.1 -0.3 -0.08
C -0.3862 -4.5209 -1.3619 0.4 0.1 0.0 -0.43
C -0.1478 -3.0542 -0.9311 0.0 -0.2 0.3 -0.20
O 1.2188 -2.7368 -0.6575 -0.5 0.1 -0.3 -0.21
C 1.9974 -2.4535 -1.8104 0.2 -0.1 0.3 -0.10
N 0.3082 -5.4634 -0.4735 0.0 0.3 0.2 0.04
H 1.1037 -4.8953 -2.9286 -0.1 0.1 0.1 0.06
H -0.4142 -5.7540 -3.1424 0.1 0.1 0.1 0.08
H -0.3364 -4.0198 -3.4779 0.1 -0.1 0.1 0.08
H -1.4642 -4.7117 -1.2884 0.1 0.1 0.1 0.13
H -0.6820 -2.8906 0.0116 0.2 0.0 0.0 0.11
H -0.5733 -2.3479 -1.6545 0.1 0.0 -0.1 0.12
H 1.4179 -1.9458 -2.5868 -0.1 -0.1 0.0 0.09
H 2.4349 -3.3743 -2.1991 0.0 0.1 -0.3 0.07
H 2.8216 -1.7997 -1.5113 -0.1 0.0 0.1 0.09
H -0.0395 -5.3321 0.4770 0.0 -0.1 -0.1 0.07
H 1.2857 -5.1635 -0.4161 -0.3 -0.2 -0.1 0.07
C -4.6417 -2.8002 5.0891 -0.2 0.2 0.2 -0.08
C -4.2159 -4.2563 4.9173 0.2 0.2 -0.3 -0.43
C -2.6822 -4.4584 4.9395 -0.1 -0.3 -0.2 -0.20
O -2.0212 -4.0739 3.7318 -0.1 0.1 0.6 -0.20
C -1.7679 -2.6814 3.6195 0.1 -0.2 -0.3 -0.11
N -4.8118 -4.7865 3.6830 0.3 -0.2 0.0 0.03
H -4.5020 -2.2096 4.1798 0.0 -0.1 0.0 0.06
H -5.7063 -2.7433 5.3425 0.2 -0.1 -0.1 0.08
H -4.0822 -2.3197 5.8984 0.0 0.0 -0.1 0.08
H -4.6311 -4.8148 5.7655 0.1 0.0 -0.1 0.13
H -2.4870 -5.5308 5.0528 0.0 0.1 -0.1 0.12
H -2.2239 -3.9672 5.8065 0.0 0.2 -0.1 0.12
H -1.5440 -2.2221 4.5866 -0.1 0.0 0.0 0.09
H -2.6175 -2.1859 3.1473 0.0 0.2 0.1 0.06
H -0.9031 -2.5454 2.9639 0.0 -0.1 0.1 0.08
H -4.6039 -5.7838 3.6228 -0.2 0.1 0.0 0.07
H -4.2925 -4.3842 2.8973 -0.2 0.0 0.2 0.07
```
Positions in Å, forces in eV/Å.

SMILES string: CCSCc1c(C(F)(F)C(F)(F)F)c(S)cc2nsnc12.COC[C@@H](C)N.COC[C@@H](C)N.COC[C@@H](C)N
Total charge: 0
Highest occupied orbital energy (eV): -8.728
LUMO energy (eV): -2.3
Gap between HOMO and LUMO (eV): 6.447



Entry 2:
# C23H43AlBrF11NO9PS

A structure of composition C23H43AlBrF11NO9PS at a distorted geometry (ωB97M-V/def2-TZVPD, OMol25).

The geometry in XYZ format:
```
91
Properties=species:S:1:pos:R:3:forces:R:3:lowdin_charge:R:1
C 5.0012 -0.1640 -1.6843 0.2 0.2 -0.1 -0.08
O 3.7069 -0.3569 -2.2304 -0.1 0.1 0.3 -0.18
C 3.1794 -1.6129 -2.0789 0.3 -0.3 -0.2 -0.36
S 2.7445 -1.9323 -0.3356 -0.1 0.6 0.1 1.18
O 4.0059 -2.6827 0.3202 0.0 -0.2 0.0 -0.29
C 1.4240 -3.1557 -0.4055 0.0 -0.1 0.0 -0.24
C 0.3521 -2.8242 0.6382 -0.3 0.6 -0.4 -0.22
O -0.7338 -2.1716 -0.0379 0.3 -0.3 0.1 -0.12
C -0.9616 -0.8423 0.3846 -0.8 0.2 -0.1 -0.07
C -2.3445 -0.3609 -0.1374 0.0 -0.7 0.2 -0.50
F -3.1336 -1.3572 -0.6112 0.5 0.6 0.2 0.13
F -2.1143 0.4756 -1.2453 -0.5 0.1 0.3 -0.05
F -3.0546 0.3341 0.7544 0.6 -0.3 -0.8 0.18
H 5.1688 0.9078 -1.6183 -0.1 0.0 -0.1 0.10
H 5.1007 -0.5806 -0.6817 0.0 -0.1 0.1 0.07
H 5.7700 -0.5907 -2.3314 0.0 -0.2 0.0 0.10
H 3.8297 -2.4290 -2.4192 0.2 0.0 0.1 0.13
H 2.2443 -1.6743 -2.6449 -0.7 0.3 -0.5 0.07
H 4.1944 -3.5092 -0.1485 0.1 -0.1 0.0 0.09
H 1.0091 -3.0745 -1.4052 -0.1 -0.1 -0.2 0.09
H 1.8628 -4.1431 -0.2649 0.1 0.0 0.0 0.11
H 0.8023 -2.1807 1.3943 -0.3 -0.1 0.2 0.01
H -0.0053 -3.7252 1.1311 -0.1 -0.1 -0.1 0.14
H -0.9351 -0.7554 1.4726 0.0 0.1 0.1 0.11
H -0.2449 -0.1625 -0.0822 0.2 0.1 0.2 0.14
C -0.2933 -2.5999 -5.6739 -0.2 -0.3 0.1 -0.07
C 0.0092 -2.1756 -4.2269 -0.1 0.3 -0.6 -0.69
C -1.2488 -1.5533 -3.6197 -0.9 -1.0 0.7 -0.14
O 1.0204 -1.3040 -4.1278 0.7 0.0 0.5 -0.27
H -0.5361 -1.7216 -6.2774 0.1 0.1 0.0 0.07
H 0.5790 -3.0861 -6.1084 0.1 0.1 0.0 0.07
H -1.1348 -3.3017 -5.7380 0.1 0.0 0.0 0.06
H 0.1293 -3.1290 -3.6523 0.1 -0.1 0.1 0.12
H -1.4892 -0.6841 -4.2405 0.3 0.3 -0.6 -0.14
H -1.0620 -1.2487 -2.5952 0.1 0.2 0.0 0.05
H -2.1365 -2.2032 -3.6198 0.0 0.0 -0.1 0.08
O -2.2008 -0.6314 4.3772 0.0 0.2 -0.2 -0.39
P -0.8194 -0.1036 4.6064 -0.3 0.8 0.8 -0.01
O 0.0276 -0.6617 5.7235 -0.1 0.3 -0.1 -0.45
O -0.5798 1.3870 4.3148 -0.4 0.0 0.4 -0.44
O -0.0617 -0.7878 3.1930 0.4 -0.7 -0.7 -0.79
C -6.7098 -2.8408 -5.1223 -0.1 0.4 -0.2 -0.03
C -6.7029 -3.8292 -3.9323 0.2 -0.2 -0.4 -0.44
C -5.6020 -3.7188 -2.8629 -0.1 0.2 0.1 -0.31
F -4.3813 -3.9458 -3.3845 0.1 0.0 -0.3 0.09
F -5.8322 -4.6506 -1.9209 0.0 -0.1 0.0 0.11
F -6.7488 -5.0894 -4.4041 0.0 -0.1 0.0 0.14
F -7.8633 -3.5956 -3.2586 -0.1 0.1 0.1 0.11
O -6.2064 -3.2858 -6.3782 0.1 -0.5 0.4 0.05
C -4.9030 -3.1861 -6.7815 -0.4 0.1 0.1 -0.55
C -4.3004 -4.5697 -7.0639 0.0 0.0 -0.2 -0.29
F -4.3000 -5.3200 -5.9516 0.0 0.0 0.2 0.11
F -3.0240 -4.4058 -7.4735 0.0 0.0 0.0 0.10
F -4.1485 -2.4769 -5.9229 0.1 0.0 0.3 0.14
F -4.8931 -2.5113 -7.9531 0.0 0.1 -0.1 0.14
H -7.7671 -2.6777 -5.3203 0.0 0.0 0.0 0.15
H -6.2960 -1.8728 -4.8412 0.2 -0.1 0.1 0.14
H -5.6146 -2.7312 -2.3918 0.0 0.0 0.0 0.17
H -4.8758 -5.0745 -7.8418 0.0 0.0 0.0 0.18
Al -2.5444 1.0022 -4.0602 0.2 -0.2 0.4 1.04
C 1.6724 7.6146 4.3359 0.0 -0.1 0.1 -0.10
C 2.9400 6.8346 4.6966 -0.1 0.1 -0.1 -0.22
C 3.1984 5.5719 3.8800 -0.1 0.1 0.1 -0.14
N 2.5729 4.2927 4.3684 0.0 0.2 -0.2 -0.27
C 3.4364 3.7248 5.4561 0.0 -0.1 0.2 -0.12
C 2.9875 2.3482 5.8811 -0.2 -0.2 0.1 -0.16
C 2.8860 1.3687 4.7197 0.2 0.5 -0.2 -0.24
C 2.0374 1.9643 3.5841 0.5 0.6 0.5 -0.24
C 2.5313 3.3393 3.1958 0.1 -0.4 -0.1 -0.11
C 1.1781 4.4988 4.8597 -0.1 -0.2 0.1 0.04
H 0.7694 7.1792 4.7579 0.0 0.0 0.0 0.06
H 1.7397 8.6327 4.7169 0.0 0.0 0.0 0.08
H 1.5448 7.6730 3.2539 0.0 0.0 0.0 0.08
H 2.9717 6.6250 5.7675 0.0 0.0 0.0 0.11
H 3.7874 7.4925 4.4957 0.1 -0.1 0.0 0.11
H 4.2674 5.3701 3.8505 0.0 0.0 -0.1 0.13
H 2.8629 5.7147 2.8531 -0.1 0.0 0.0 0.13
H 4.4526 3.6959 5.0607 0.0 0.0 -0.1 0.13
H 3.4025 4.4314 6.2860 0.1 0.1 0.0 0.13
H 3.6949 1.9736 6.6228 0.0 0.1 0.0 0.12
H 2.0220 2.4041 6.3883 0.0 -0.1 0.0 0.13
H 2.4376 0.4512 5.0834 -0.1 0.2 0.2 0.02
H 3.8916 1.1195 4.3452 0.0 0.0 0.1 0.11
H 0.9759 1.9932 3.8928 0.0 -0.3 -0.1 0.05
H 2.0605 1.3348 2.7030 0.1 0.1 -0.2 0.06
H 1.8686 3.8015 2.4637 0.0 0.0 0.0 0.13
H 3.5458 3.3122 2.7849 0.1 0.1 0.1 0.13
H 0.5944 4.9386 4.0566 0.0 0.0 0.0 0.12
H 1.2037 5.1439 5.7329 0.0 0.1 0.0 0.11
H 0.7382 3.5409 5.1331 -0.1 0.0 -0.1 0.10
Br 1.6897 -1.0588 3.4421 0.3 -1.4 -0.8 0.90
```
Positions in Å, forces in eV/Å.

Total charge: 0
Highest occupied orbital energy (eV): -5.419
LUMO energy (eV): -2.0
Gap between HOMO and LUMO (eV): 3.453



Entry 3:
# C23H43As3CrOS5

A structure of composition C23H43As3CrOS5 at a distorted geometry (ωB97M-V/def2-TZVPD, OMol25).

The geometry in XYZ format:
```
76
Properties=species:S:1:pos:R:3:forces:R:3:lowdin_charge:R:1
Cr -1.5095 0.1004 0.4642 -1.0 -0.3 0.0 -0.46
S -1.4488 1.7688 -1.2339 -0.1 0.2 0.5 0.56
C -2.1831 0.8449 -2.5199 0.1 0.0 0.2 -0.73
C -2.8044 1.5284 -3.5641 -0.1 0.0 -0.2 -0.15
C -3.4884 0.8516 -4.5575 0.0 0.3 -0.1 -0.12
C -3.5429 -0.5336 -4.5349 0.0 -0.3 -0.1 -0.13
C -2.8915 -1.2301 -3.5334 0.0 0.1 -0.3 -0.16
C -2.2103 -0.5643 -2.5186 0.2 0.0 0.0 -0.76
S -1.4337 -1.4976 -1.2612 -0.2 -0.2 0.4 0.57
H -2.7529 2.6092 -3.5619 -0.1 0.1 0.0 0.09
H -3.9891 1.4085 -5.3413 0.0 0.0 0.0 0.09
H -4.1028 -1.0744 -5.2877 0.0 0.0 -0.1 0.09
H -2.9170 -2.3111 -3.5105 0.0 -0.1 0.0 0.09
C -3.5057 1.5621 4.4072 0.1 -0.1 0.0 -0.15
C -2.8292 0.7408 3.3388 0.4 0.5 -0.3 -0.75
S -1.9110 1.6804 2.1798 -0.2 -0.3 -0.1 0.63
C -2.8932 -0.6006 3.2938 0.2 -0.6 -0.3 -0.76
C -3.6438 -1.4311 4.2985 0.0 0.2 -0.1 -0.14
S -2.0845 -1.5564 2.0658 -0.1 0.4 -0.2 0.61
H -3.3308 2.6140 4.1953 -0.1 0.1 0.1 0.04
H -3.1038 1.3302 5.3958 0.0 0.1 0.1 0.07
H -4.5809 1.3778 4.4263 -0.1 0.1 0.0 0.07
H -4.1042 -0.8268 5.0756 -0.1 0.0 0.1 0.06
H -2.9595 -2.1397 4.7631 0.0 -0.1 0.1 0.06
H -4.4194 -2.0039 3.7892 -0.1 -0.1 0.1 0.06
C 0.8207 -0.4201 3.0673 0.0 -0.1 0.2 -0.32
As 0.7890 0.0846 1.1655 1.6 0.1 0.9 1.03
C 1.5111 1.8997 1.4131 0.1 0.0 -0.1 -0.30
C 2.4426 -1.0493 0.8061 -0.4 0.0 0.1 -0.29
C 3.4154 -0.8998 -0.3699 0.0 -0.1 0.1 -0.69
C 4.4843 -1.9931 -0.2409 -0.1 0.1 0.1 -0.07
C 2.7105 -1.1247 -1.7099 -0.1 0.1 -0.1 -0.36
As 1.2518 0.1601 -2.1365 0.7 0.0 -0.7 1.09
C 2.2977 1.5491 -3.1261 -0.1 -0.1 0.1 -0.32
C 0.7672 -0.7800 -3.8059 -0.1 0.0 0.0 -0.32
C 4.0506 0.4914 -0.4155 -0.1 0.1 0.1 -0.39
As 5.3435 1.2983 0.8737 0.3 -0.2 -0.1 1.12
C 7.0279 0.5011 0.1699 -0.2 0.1 0.1 -0.36
C 5.3234 0.2494 2.5525 -0.1 0.0 -0.1 -0.35
H 1.7516 -0.1408 3.5717 0.0 0.0 -0.2 0.02
H 0.6690 -1.5000 3.1490 0.0 0.1 -0.1 0.01
H -0.0153 0.0734 3.5654 0.0 0.0 -0.1 0.00
H 2.5344 1.9114 1.8103 -0.2 -0.1 -0.1 0.00
H 0.8339 2.3864 2.1219 0.1 -0.1 -0.1 0.00
H 1.4654 2.4526 0.4707 0.0 -0.1 0.1 0.02
H 2.0057 -2.0572 0.7651 0.1 0.1 0.1 0.08
H 3.0138 -0.9803 1.7406 -0.2 0.0 -0.1 0.05
H 4.0233 -2.9770 -0.3176 0.0 -0.1 0.0 0.08
H 5.0008 -1.9388 0.7135 0.1 0.0 0.1 0.05
H 5.2158 -1.8964 -1.0415 0.1 0.0 -0.1 0.08
H 2.2330 -2.1089 -1.6938 -0.1 0.0 0.0 0.08
H 3.4555 -1.1321 -2.5125 0.0 0.0 -0.1 0.07
H 3.1237 1.1326 -3.7053 0.0 -0.1 0.0 0.01
H 2.6830 2.3095 -2.4495 0.0 0.0 0.0 0.00
H 1.5990 2.0327 -3.8115 0.0 0.0 0.0 0.01
H 1.6482 -0.9335 -4.4342 0.0 0.0 0.1 0.02
H 0.0356 -0.1880 -4.3590 0.0 0.0 0.1 0.02
H 0.3164 -1.7435 -3.5675 0.0 0.1 0.0 0.00
H 3.2155 1.1999 -0.4577 0.3 0.1 0.0 0.01
H 4.5845 0.5754 -1.3702 0.0 0.1 0.1 0.07
H 7.1575 0.7751 -0.8775 -0.1 0.0 0.0 0.01
H 7.0331 -0.5836 0.2521 -0.1 -0.1 0.0 0.00
H 7.8819 0.8941 0.7258 -0.1 0.0 0.0 0.01
H 4.3949 0.4167 3.0942 -0.1 0.0 0.0 0.00
H 6.1482 0.6032 3.1748 0.0 0.1 -0.1 0.01
H 5.4561 -0.8165 2.3914 0.0 -0.1 0.0 0.00
C -5.7860 1.1454 -0.8234 0.6 -0.6 -0.1 -0.20
S -4.6249 -0.2870 -0.7082 -1.8 -0.1 0.3 0.90
C -5.6537 -1.2893 0.4463 0.4 0.3 -0.5 -0.22
O -3.5712 0.2425 0.1754 0.5 0.6 0.5 -0.72
H -6.7041 0.8302 -1.3060 -0.2 -0.1 -0.1 0.04
H -5.2832 1.9005 -1.4209 0.1 0.0 -0.1 0.05
H -5.9671 1.5376 0.1729 0.0 -0.1 0.2 0.06
H -6.5826 -1.5819 -0.0304 -0.2 0.0 -0.1 0.04
H -5.8286 -0.7134 1.3477 0.0 0.2 0.1 0.05
H -5.0598 -2.1642 0.6883 0.1 -0.1 0.0 0.04
```
Positions in Å, forces in eV/Å.

Total charge: -1
Highest occupied orbital energy (alpha / beta) (eV): -3.320 / -3.594
Spin multiplicity: 2
LUMO energy (alpha / beta) (eV): 2.1 / 2.4
Gap between HOMO and LUMO (alpha / beta) (eV): 5.410 / 6.018